C2H4N2O2 | ωB97M-V/def2-TZVPD

```
! RIJCOSX wB97M-V def2-TZVPD def2/J DEFGRID3
* xyz 0 1
C -0.978 -0.795 -0.006
C 0.948 1.057 0.028
H 1.993 -1.798 0.602
H -1.004 -1.839 -0.166
H -2.847 -0.507 -0.431
H 2.023 0.997 0.304
N 0.356 -0.344 0.157
N -2.009 -0.050 0.119
O 1.304 -1.388 -0.191
O 0.144 1.930 -0.107
*
```

Lowest unoccupied orbital energy (eV): 0.268
SMILES string: [H]/N=C/N(O)C=O
Energy relative to the best compared isomer or geometry (same formula, charge and spin) (eV): 4.940
Orbital gap (eV): 9.583